{"formula": "C14H27As2HfN4OS4", "method": "ωB97M-V/def2-TZVPD", "elements": ["Hf", "C", "C", "N", "C", "C", "C", "C", "C", "C", "C", "N", "C", "C", "N", "N", "H", "H", "H", "H", "H", "H", "H", "H", "H", "H", "H", "H", "H", "H", "H", "H", "H", "H", "S", "As", "S", "S", "S", "C", "As", "C", "C", "O", "H", "H", "H", "H", "H", "H", "H", "H", "H"], "coordinates": [[-0.1581, -0.9590, -0.6823], [3.0392, -1.7086, 0.4522], [3.1836, -1.1979, -0.9590], [2.1276, -0.2064, -1.2603], [2.3797, 1.1120, -0.6617], [1.7647, 1.2354, 0.7093], [2.1494, 2.2251, 1.5931], [1.5089, 2.3085, 2.8174], [0.5009, 1.4083, 3.1231], [0.1608, 0.4523, 2.1884], [-0.9827, -0.5016, 2.4168], [-0.9021, -1.6857, 1.5403], [-0.1270, -2.8058, 2.1185], [1.3513, -2.5264, 2.0266], [1.6859, -2.2504, 0.6263], [0.7954, 0.3626, 1.0100], [3.1804, -0.9056, 1.1786], [3.8064, -2.4591, 0.6561], [3.0563, -2.0156, -1.6661], [4.1760, -0.7658, -1.1087], [2.0708, -0.1010, -2.2684], [1.9352, 1.8715, -1.3084], [3.4498, 1.3263, -0.6058], [2.9433, 2.9115, 1.3260], [1.7931, 3.0719, 3.5308], [-0.0169, 1.4465, 4.0731], [-1.9049, 0.0271, 2.1794], [-1.0254, -0.7872, 3.4698], [-1.8430, -2.0237, 1.3693], [-0.3737, -3.6969, 1.5398], [-0.4220, -2.9828, 3.1550], [1.9148, -3.3755, 2.4208], [1.6251, -1.6568, 2.6268], [1.6221, -3.1251, 0.1120], [0.4458, -3.1273, -2.0039], [-1.2966, -2.2122, -2.9537], [-0.3829, -0.1684, -3.1327], [-2.4976, -1.9753, -1.1270], [-2.1999, -2.9295, -4.6356], [-1.4057, 3.0023, -2.3760], [-2.3293, 1.5706, -1.5298], [-3.4918, 2.4651, -0.2992], [-3.6014, 0.7974, -2.7240], [-1.2801, 0.7693, -0.4228], [-2.1561, 3.7278, -2.6864], [-0.8412, 2.6493, -3.2318], [-0.7501, 3.4521, -1.6350], [-4.1531, 3.1329, -0.8467], [-2.9050, 3.0311, 0.4203], [-4.0866, 1.7185, 0.2236], [-4.1782, 1.6648, -3.0537], [-4.2261, 0.1108, -2.1649], [-3.1295, 0.2984, -3.5598]], "forces_ev_per_angstrom": [[1.152, -0.243, 1.120], [-0.062, -0.063, 0.082], [-0.049, 0.092, -0.131], [0.002, 0.023, 0.139], [-0.035, -0.056, -0.020], [-0.097, -0.186, -0.043], [0.103, 0.077, 0.076], [0.016, 0.086, 0.059], [0.041, 0.063, 0.123], [0.064, -0.110, -0.204], [0.084, -0.143, -0.088], [-0.015, 0.283, 0.108], [-0.169, 0.030, -0.061], [0.106, 0.014, -0.037], [-0.108, 0.036, -0.016], [-0.078, 0.325, 0.203], [-0.001, 0.009, 0.003], [0.030, -0.028, 0.015], [0.011, -0.040, -0.034], [0.030, 0.022, -0.005], [-0.098, -0.057, -0.047], [-0.050, 0.026, -0.013], [0.042, 0.035, -0.010], [-0.035, -0.023, 0.019], [-0.002, -0.028, -0.017], [0.022, 0.008, -0.032], [-0.068, 0.045, -0.034], [-0.005, -0.018, 0.068], [-0.036, 0.015, -0.060], [-0.016, -0.025, -0.034], [-0.013, -0.026, 0.041], [0.026, -0.023, 0.025], [0.004, 0.017, 0.004], [0.006, -0.038, -0.016], [0.051, 0.007, -0.005], [-0.352, -0.325, -0.871], [-0.131, -0.075, -0.246], [-0.074, -0.089, -0.120], [-0.020, -0.026, -0.025], [0.120, 0.015, -0.095], [-0.028, 0.092, 0.630], [-0.023, 0.002, 0.107], [0.018, -0.101, -0.034], [-0.295, 0.362, -0.373], [0.018, 0.050, -0.037], [0.026, 0.008, -0.039], [0.062, 0.066, 0.013], [-0.056, 0.045, 0.018], [0.015, 0.025, 0.012], [-0.033, 0.000, 0.021], [-0.032, -0.047, -0.047], [-0.080, -0.052, -0.018], [0.014, -0.055, -0.071]], "relative_energy_kcal_mol": 3.2, "molar_mass_g_mol": 723.999, "orbital_gap_ha": 0.269, "e_lumo_ev": -3.04, "charge": 1}